Model A:
A cluster of 2 separate species, C2H8NO3 in total, computed with the ωB97M-V functional and the def2-TZVPD basis.

Each atom is followed by the atoms it is bonded to, with distances in Å.
Geometry (Å):
1 O 0.6764 -1.5328 -2.2213  C2 1.202
2 C 0.9830 -1.1176 -1.1361  O1 1.202, O3 1.356, C4 1.494
3 O 1.0987 -1.8672 -0.0123  C2 1.356, H6 1.026
4 C 1.2265 0.2806 -0.6695  C2 1.494, N5 1.595, H7 1.188, H8 1.130
5 N 1.3412 1.2120 -1.9588  C4 1.595, H9 1.066, H10 1.069, H11 0.940
6 H 0.6653 -2.7968 0.0046  O3 1.026
7 H 0.4669 0.9871 -0.0912  C4 1.188
8 H 2.1440 0.4871 -0.0429  C4 1.130
9 H 2.1210 1.9385 -1.9355  N5 1.066
10 H 1.5836 0.5168 -2.7335  N5 1.069
11 H 0.4497 1.4941 -2.0523  N5 0.940
12 H -4.3412 0.7354 3.8125  O14 0.964
13 H -4.1550 -0.1436 4.9779  O14 0.927
14 O -4.2601 -0.1936 4.0584  H12 0.964, H13 0.927

## Properties
charge	+1
highest occupied orbital energy	-13.52	eV
lowest unoccupied orbital energy	-4.09	eV

***

Model B:
A cluster of 2 separate species, C2H8NO3 in total, computed with the ωB97M-V functional and the def2-TZVPD basis.

Each atom is followed by the atoms it is bonded to, with distances in Å.
Geometry (Å):
1 O 0.0723 0.7982 -1.0076  C2 1.218
2 C -0.0224 -0.1355 -0.2309  O1 1.218, O3 1.342, C4 1.466
3 O 0.9359 -0.8104 0.4234  C2 1.342, H6 0.985
4 C -1.3620 -0.7040 -0.0558  C2 1.466, N5 1.512, H7 1.146, H8 1.080
5 N -2.3663 0.4055 -0.2686  C4 1.512, H9 1.083, H10 1.027, H11 1.044
6 H 1.8240 -0.4238 0.2427  O3 0.985
7 H -1.5583 -0.8933 1.0577  C4 1.146
8 H -1.4126 -1.5425 -0.7351  C4 1.080
9 H -3.3237 -0.0314 -0.0118  N5 1.083
10 H -2.0739 0.6428 -1.2243  N5 1.027
11 H -2.0851 1.1729 0.3808  N5 1.044
12 H 4.4693 0.1226 0.5151  O14 0.969
13 H 3.3980 1.1934 0.3530  O14 1.015
14 O 3.5046 0.2054 0.5614  H12 0.969, H13 1.015

## Properties
charge	+1
highest occupied orbital energy	-15.35	eV
lowest unoccupied orbital energy	-3.93	eV

***

Energy comparison, zero being the most stable, in kJ/mol: model A 91.8; model B 0.0.

***

Model A:
A cluster of 5 separate species, C2H15NO4 in total, computed with the ωB97M-V functional and the def2-TZVPD basis.

Each atom is followed by the atoms it is bonded to, with distances in Å.
Geometry (Å):
1 C 2.7426 0.7670 1.3269  C2 1.554, H4 1.080, H5 1.109, H6 1.132
2 C 1.3661 0.1857 1.7535  C1 1.554, N3 1.471, H7 1.098, H8 1.112
3 N 0.3013 1.2001 1.7523  C2 1.471, H9 1.022, H10 1.030
4 H 2.6982 1.3440 0.4148  C1 1.080
5 H 3.4124 -0.1113 1.4246  C1 1.109
6 H 2.9913 1.4760 2.1740  C1 1.132
7 H 1.4498 -0.2053 2.7759  C2 1.098
8 H 1.0202 -0.7390 1.2430  C2 1.112
9 H 0.1530 1.4275 2.7373  N3 1.022
10 H -0.6177 0.7510 1.6285  N3 1.030
11 H 1.1353 2.3202 -1.1917  O13 0.966
12 H 0.1149 1.3821 -0.6590  O13 0.971
13 O 0.3771 1.8036 -1.4931  H11 0.966, H12 0.971
14 H -1.1963 -1.9396 -1.6273  O16 0.962
15 H -2.6706 -2.5565 -2.0481  O16 0.958
16 O -2.0209 -2.3627 -1.3708  H14 0.962, H15 0.958
17 H -1.9012 -1.1309 0.4319  O19 0.967
18 H -2.8429 -1.4541 1.5073  O19 0.964
19 O -2.1646 -0.8005 1.3017  H17 0.967, H18 0.964
20 H -0.1037 -0.5420 -3.5382  O22 0.956
21 H 0.3038 0.4472 -2.3670  O22 1.000
22 O -0.0188 -0.4729 -2.5883  H20 0.956, H21 1.000

## Properties
highest occupied orbital energy	-9.74	eV
lowest unoccupied orbital energy	0.75	eV
SMILES	CCN.O.O.O.O

***

Model B:
A cluster of 5 separate species, C2H15NO4 in total, computed with the ωB97M-V functional and the def2-TZVPD basis.

Each atom is followed by the atoms it is bonded to, with distances in Å.
Geometry (Å):
1 C -1.5905 -0.3483 -1.4535  C2 1.557, H4 1.094, H5 1.083, H6 1.082
2 C -0.5051 0.7677 -1.4254  C1 1.557, N3 1.445, H7 1.064, H8 1.123
3 N 0.3524 0.6805 -0.2659  C2 1.445, H9 1.045, H10 1.017
4 H -2.5696 0.1281 -1.5627  C1 1.094
5 H -1.5273 -0.9028 -2.3819  C1 1.083
6 H -1.4269 -0.9939 -0.6012  C1 1.082
7 H 0.1631 0.6019 -2.2363  C2 1.064
8 H -1.0125 1.7595 -1.5655  C2 1.123
9 H 1.1104 1.4002 -0.2603  N3 1.045
10 H -0.1416 0.8120 0.6131  N3 1.017
11 H 3.5741 2.9342 -0.7466  O13 0.965
12 H 2.9106 1.6453 -1.3526  O13 0.944
13 O 3.2085 2.0607 -0.5590  H11 0.965, H12 0.944
14 H -0.0527 -1.9503 1.7911  O16 0.974
15 H -0.2759 -2.7002 3.1785  O16 0.965
16 O -0.7117 -2.2642 2.4357  H14 0.974, H15 0.965
17 H -1.8157 -0.3880 2.3865  O19 0.974
18 H -2.5057 0.6967 1.6294  O19 0.966
19 O -1.6731 0.5290 2.0892  H17 0.974, H18 0.966
20 H 2.2071 -1.7966 -0.1420  O22 0.965
21 H 0.9115 -0.9055 0.0921  O22 1.006
22 O 1.3705 -1.7661 0.3373  H20 0.965, H21 1.006

## Properties
highest occupied orbital energy	-9.52	eV
lowest unoccupied orbital energy	0.55	eV
SMILES	CCN.O.O.O.O

***

Energy comparison, zero being the most stable, in kJ/mol: model A 24.3; model B 0.0.

***

Model A:
A cluster of 2 separate species, C6H12N2 in total, computed with the ωB97M-V functional and the def2-TZVPD basis.

Each atom is followed by the atoms it is bonded to, with distances in Å.
Geometry (Å):
1 C 1.3181 -1.4727 1.9950  C2 1.531, H3 1.104, H4 1.079, H5 1.109
2 C 2.0911 -2.3470 1.0041  C1 1.531, H6 1.106, H7 1.111, H8 1.083
3 H 0.9627 -2.1626 2.7805  C1 1.104
4 H 1.9038 -0.7264 2.5083  C1 1.079
5 H 0.3662 -1.0376 1.6271  C1 1.109
6 H 2.2137 -1.8593 0.0193  C2 1.106
7 H 1.4661 -3.2242 0.7309  C2 1.111
8 H 3.0056 -2.7302 1.4408  C2 1.083
9 C -2.1373 2.5739 -0.0687  C11 1.450, H18 1.091, H19 1.098, H20 1.090
10 C -0.1686 0.8865 -2.5632  N13 1.351, N14 1.360, H15 1.074
11 C -1.3175 1.6837 -0.8670  C9 1.450, C12 1.413, N13 1.360
12 C -0.9466 0.3528 -0.5710  C11 1.413, N14 1.359, H17 1.075
13 N -0.8360 1.9684 -2.1069  C10 1.351, C11 1.360
14 N -0.2290 -0.1024 -1.6312  C10 1.360, C12 1.359, H16 1.042
15 H 0.2497 0.9511 -3.5505  C10 1.074
16 H 0.3101 -0.9799 -1.4745  N14 1.042
17 H -1.0468 -0.3169 0.2633  C12 1.075
18 H -3.1507 2.2286 0.1429  C9 1.091
19 H -2.4231 3.5179 -0.5504  C9 1.098
20 H -1.6315 2.7964 0.8710  C9 1.090

## Properties
multiplicity	2
charge	+1
expectation value of S²	0.76
highest occupied orbital energy (spin up / spin down)	-14.88 / -14.88	eV
lowest unoccupied orbital energy (spin up / spin down)	-3.95 / -8.01	eV

***

Model B:
A cluster of 2 separate species, C6H12N2 in total, computed with the ωB97M-V functional and the def2-TZVPD basis.

Each atom is followed by the atoms it is bonded to, with distances in Å.
Geometry (Å):
1 C 1.0340 3.0811 -1.6808  C3 1.462, H10 1.093, H11 1.085, H12 1.091
2 C 1.4381 1.1692 1.2406  N5 1.307, N6 1.389, H7 1.076
3 C 1.0294 2.0551 -0.6397  C1 1.462, C4 1.440, N5 1.353
4 C 0.4456 0.7385 -0.6407  C3 1.440, N6 1.318, H9 1.081
5 N 1.6383 2.2607 0.5511  C2 1.307, C3 1.353
6 N 0.7041 0.2184 0.5421  C2 1.389, C4 1.318, H8 1.014
7 H 1.7316 1.0617 2.2700  C2 1.076
8 H 0.5016 -0.7113 0.8928  N6 1.014
9 H -0.1097 0.2184 -1.4093  C4 1.081
10 H 1.6760 2.7417 -2.4979  C1 1.093
11 H 1.3921 4.0250 -1.2839  C1 1.085
12 H 0.0575 3.2054 -2.1506  C1 1.091
13 C -1.3400 -2.3168 -0.1371  C14 1.539, H15 1.092, H16 1.102, H17 1.086
14 C -1.5535 -2.6835 1.3420  C13 1.539, H18 1.094, H19 1.090, H20 1.090
15 H -1.4967 -1.2407 -0.2329  C13 1.092
16 H -0.3372 -2.5915 -0.5015  C13 1.102
17 H -1.9622 -2.9056 -0.8044  C13 1.086
18 H -1.0414 -2.0085 2.0337  C14 1.094
19 H -2.6274 -2.6383 1.5222  C14 1.090
20 H -1.1800 -3.6789 1.5843  C14 1.090

## Properties
multiplicity	2
charge	+1
expectation value of S²	0.76
highest occupied orbital energy (spin up / spin down)	-15.05 / -15.43	eV
lowest unoccupied orbital energy (spin up / spin down)	-3.76 / -7.74	eV

***

Energy comparison, zero being the most stable, in kJ/mol: model A 57.7; model B 0.0.

***

Model A:
A cluster of 5 separate species, C8H26O5 in total, computed with the ωB97M-V functional and the def2-TZVPD basis.

Each atom is followed by the atoms it is bonded to, with distances in Å.
Geometry (Å):
1 C 0.3259 1.3075 -4.7234  O2 1.439, H3 1.090, H4 1.090, H5 1.090
2 O -0.9511 0.6926 -4.4745  C1 1.439, H6 0.960
3 H 0.3314 2.0270 -5.5421  C1 1.090
4 H 0.5233 1.8020 -3.7722  C1 1.090
5 H 1.1038 0.5500 -4.8201  C1 1.090
6 H -0.9221 0.0459 -3.7656  O2 0.960
7 C -0.3624 -6.9068 1.3726  O8 1.375, H9 1.090, H10 1.090, H11 1.090
8 O -0.4918 -5.5493 1.5512  C7 1.375, H12 0.960
9 H -1.2595 -7.5162 1.4817  C7 1.090
10 H 0.0252 -7.1055 0.3734  C7 1.090
11 H 0.3162 -7.4059 2.0643  C7 1.090
12 H -0.6557 -5.4066 2.4863  O8 0.960
13 C -3.2369 4.5579 0.6175  C14 1.501, H17 1.090, H18 1.090, H19 1.090
14 C -2.8890 3.2951 -0.1165  C13 1.501, C15 1.567, O16 1.405, H20 1.090
15 C -3.8397 2.1199 0.2958  C14 1.567, H21 1.090, H22 1.090, H23 1.090
16 O -3.1521 3.5099 -1.4796  C14 1.405, H24 0.960
17 H -4.2898 4.8290 0.5406  C13 1.090
18 H -2.6393 5.3045 0.0943  C13 1.090
19 H -3.0268 4.5654 1.6870  C13 1.090
20 H -1.8194 3.1381 0.0227  C14 1.090
21 H -4.8747 2.4373 0.1690  C15 1.090
22 H -3.7267 1.7774 1.3244  C15 1.090
23 H -3.7502 1.2385 -0.3393  C15 1.090
24 H -2.5879 2.8878 -1.9445  O16 0.960
25 C 4.4087 -0.9281 1.7809  C26 1.461, H29 1.090, H30 1.090, H31 1.090
26 C 3.1691 -0.2455 1.4184  C25 1.461, C27 1.514, O28 1.344, H32 1.090
27 C 3.1086 1.1213 2.0673  C26 1.514, H33 1.090, H34 1.090, H35 1.090
28 O 3.0473 -0.0901 0.0893  C26 1.344, H36 0.960
29 H 5.2924 -0.3465 1.5185  C25 1.090
30 H 4.4399 -1.9554 1.4177  C25 1.090
31 H 4.4418 -1.0258 2.8660  C25 1.090
32 H 2.3199 -0.7725 1.8533  C26 1.090
33 H 2.7712 0.9355 3.0870  C27 1.090
34 H 2.3895 1.7638 1.5593  C27 1.090
35 H 4.0278 1.7070 2.0608  C27 1.090
36 H 3.7250 0.5080 -0.2340  O28 0.960
37 O -0.7139 -2.1850 -1.1104  H38 0.957, H39 0.957
38 H -0.6602 -2.9821 -0.5832  O37 0.957
39 H 0.0824 -1.7000 -0.8941  O37 0.957

## Properties
highest occupied orbital energy	-9.96	eV
lowest unoccupied orbital energy	0.35	eV
SMILES	CC(C)O.CC(C)O.CO.CO.O

***

Model B:
A cluster of 5 separate species, C8H26O5 in total, computed with the ωB97M-V functional and the def2-TZVPD basis.

Each atom is followed by the atoms it is bonded to, with distances in Å.
Geometry (Å):
1 O -0.4520 -0.2925 0.3883  H2 0.957, H3 0.957
2 H -1.2074 -0.7567 0.0275  O1 0.957
3 H 0.2289 -0.3880 -0.2777  O1 0.957
4 C 4.3628 2.5060 -3.2768  C5 1.531, H7 1.090, H8 1.090, H9 1.090
5 C 2.9358 2.5117 -2.7225  C4 1.531, O6 1.372, H10 1.090, H11 1.090
6 O 2.5641 1.2150 -2.4722  C5 1.372, H12 0.960
7 H 4.3073 2.2217 -4.3276  C4 1.090
8 H 4.9574 1.7068 -2.8342  C4 1.090
9 H 4.9350 3.4336 -3.2585  C4 1.090
10 H 2.1879 3.0262 -3.3258  C5 1.090
11 H 3.0258 3.1284 -1.8283  C5 1.090
12 H 2.4957 0.7566 -3.3129  O6 0.960
13 C -3.7538 -2.6172 3.5020  C14 1.522, H16 1.090, H17 1.090, H18 1.090
14 C -2.4656 -2.3815 4.2776  C13 1.522, O15 1.411, H19 1.090, H20 1.090
15 O -2.0684 -1.0288 4.2123  C14 1.411, H21 0.960
16 H -3.6089 -2.3692 2.4505  C13 1.090
17 H -4.6455 -2.0547 3.7784  C13 1.090
18 H -4.0223 -3.6625 3.6547  C13 1.090
19 H -1.6624 -3.0505 3.9687  C14 1.090
20 H -2.7119 -2.7186 5.2845  C14 1.090
21 H -1.5408 -0.8482 3.4309  O15 0.960
22 C -4.6638 3.0510 -1.7355  C23 1.563, H25 1.090, H26 1.090, H27 1.090
23 C -4.1718 3.2915 -3.1998  C22 1.563, O24 1.379, H28 1.090, H29 1.090
24 O -5.1670 3.8587 -3.9668  C23 1.379, H30 0.960
25 H -5.6546 2.6046 -1.6503  C22 1.090
26 H -4.7627 3.9688 -1.1560  C22 1.090
27 H -3.8958 2.4673 -1.2280  C22 1.090
28 H -3.8510 2.3255 -3.5896  C23 1.090
29 H -3.2635 3.8928 -3.2376  C23 1.090
30 H -4.7385 4.2483 -4.7325  O24 0.960
31 C 4.5571 -3.7915 2.4819  C32 1.496, H34 1.090, H35 1.090, H36 1.090
32 C 3.5757 -2.8894 1.8038  C31 1.496, O33 1.421, H37 1.090, H38 1.090
33 O 4.0861 -2.2957 0.6180  C32 1.421, H39 0.960
34 H 4.1257 -4.4924 3.1965  C31 1.090
35 H 5.4097 -3.2333 2.8686  C31 1.090
36 H 5.0434 -4.3672 1.6944  C31 1.090
37 H 3.3019 -1.9698 2.3210  C32 1.090
38 H 2.6634 -3.4822 1.7371  C32 1.090
39 H 3.5437 -1.5247 0.4362  O33 0.960

## Properties
highest occupied orbital energy	-10.11	eV
lowest unoccupied orbital energy	0.25	eV
SMILES	CCO.CCO.CCO.CCO.O

***

Energy comparison, zero being the most stable, in kJ/mol: model A 0.0; model B 18.3.

***

Model A:
A cluster of 2 separate species, Cl2H3N2OP in total, computed with the ωB97M-V functional and the def2-TZVPD basis.

Each atom is followed by the atoms it is bonded to, with distances in Å.
Geometry (Å):
1 N -1.6412 -0.0322 -0.1918  N2 1.274, H7 1.013, H8 1.001
2 N -1.2143 -0.0849 1.0070  N1 1.274, H9 1.085
3 O 0.8081 0.5912 -1.2053  P4 1.483
4 P 1.5207 0.4006 0.0816  O3 1.483, Cl5 2.032, Cl6 2.038
5 Cl 2.2830 -1.4824 0.0648  P4 2.032
6 Cl 3.1296 1.6515 0.0590  P4 2.038
7 H -1.8837 0.8723 -0.5783  N1 1.013
8 H -1.7973 -0.8614 -0.7299  N1 1.001
9 H -1.2050 -1.0548 1.4929  N2 1.085

## Properties
highest occupied orbital energy (spin up / spin down)	-8.88 / -8.00	eV
lowest unoccupied orbital energy (spin up / spin down)	-0.25 / -2.24	eV

***

Model B:
A cluster of 2 separate species, Cl2H3N2OP in total, computed with the ωB97M-V functional and the def2-TZVPD basis.

Each atom is followed by the atoms it is bonded to, with distances in Å.
Geometry (Å):
1 N -1.5157 -0.0359 -0.1434  N2 1.246, H7 1.025
2 N -1.9674 -0.8943 -0.9262  N1 1.246, H9 1.068
3 O 0.9647 1.2159 0.9367  P4 1.640, H8 0.911
4 P 1.2178 0.2258 -0.3462  O3 1.640, Cl5 1.881, Cl6 2.057
5 Cl 3.0664 0.5695 -0.3145  P4 1.881
6 Cl 1.4066 -1.6376 0.5043  P4 2.057
7 H -2.2234 0.3516 0.4885  N1 1.025
8 H 0.1184 1.3449 1.2475  O3 0.911
9 H -1.0673 -1.1399 -1.4466  N2 1.068

## Properties
highest occupied orbital energy	-9.49	eV
lowest unoccupied orbital energy	0.14	eV
SMILES	[H]/N=N/[H].OP(Cl)Cl

***

Energy comparison, zero being the most stable, in kJ/mol: model A 87.8; model B 0.0.

***

Model A:
The molecule C2H3F3N2O, computed with the ωB97M-V functional and the def2-TZVPD basis.

Each atom is followed by the atoms it is bonded to, with distances in Å.
Geometry (Å):
1 C 1.0086 0.0789 -1.0923  C2 1.556, O5 1.178, H9 1.192
2 C -0.0478 0.3195 0.0251  C1 1.556, N3 1.425, N4 1.528, H10 1.190
3 N -1.3040 0.1041 -0.6123  C2 1.425, F6 1.388, H11 0.977
4 N 0.3839 -0.7039 1.0747  C2 1.528, F7 1.349, F8 1.417
5 O 0.9138 -0.9119 -1.7222  C1 1.178
6 F -2.4746 0.3558 0.0895  N3 1.388
7 F -0.3889 -0.6511 2.1787  N4 1.349
8 F 1.5594 -0.1616 1.6510  N4 1.417
9 H 1.7869 0.9767 -1.1834  C1 1.192
10 H -0.0197 1.4225 0.4704  C2 1.190
11 H -1.4175 -0.8290 -0.8790  N3 0.977

## Properties
highest occupied orbital energy	-10.50	eV
lowest unoccupied orbital energy	0.08	eV
SMILES	O=C[C@@H](NF)N(F)F

***

Model B:
The molecule C2H3F3N2O, computed with the ωB97M-V functional and the def2-TZVPD basis.

Each atom is followed by the atoms it is bonded to, with distances in Å.
Geometry (Å):
1 C -0.6597 0.6933 -0.2482  C2 1.492, O5 1.336, H9 1.122
2 C -1.9634 0.0138 0.0072  C1 1.492, F6 1.395, F7 1.335, F8 1.400
3 N 1.6555 0.2951 -0.3879  N4 1.365, O5 1.281
4 N 2.6085 -0.5227 0.1473  N3 1.365, H10 0.969, H11 1.030
5 O 0.4669 0.0220 0.0054  C1 1.336, N3 1.281
6 F -2.9237 0.7125 0.7396  C2 1.395
7 F -2.4827 -0.2656 -1.1908  C2 1.335
8 F -1.8347 -1.2271 0.6431  C2 1.400
9 H -0.7682 1.6808 -0.7687  C1 1.122
10 H 2.3307 -1.2168 0.7636  N4 0.969
11 H 3.5707 -0.1851 0.2894  N4 1.030

## Properties
highest occupied orbital energy (spin up / spin down)	-8.41 / -8.14	eV
lowest unoccupied orbital energy (spin up / spin down)	0.66 / 0.06	eV

***

Energy comparison, zero being the most stable, in kJ/mol: model A 190.7; model B 0.0.